The following is a DFT calculation (ωB97M-V/def2-TZVPD) of a structure of composition C6H24O6 at a distorted geometry.

Calculated values
Relative energy (zero: lowest compared OMol25 entry of this formula, charge and spin)   268.4 kcal/mol
E   -694.0247 hartree
M   192.3 g/mol
Orbital gap   8.5 eV
E_LUMO   -0.258 eV

Positions of all 36 atoms, in Å:
1 O 1.40 1.13 0.92
2 H 2.03 1.84 1.03
3 H 1.28 1.06 -0.03
4 O -0.51 -1.49 -1.51
5 H -0.70 -0.79 -0.89
6 H -0.41 -1.05 -2.35
7 O -0.19 0.56 -1.21
8 H 0.28 0.66 -0.38
9 H -0.52 1.44 -1.42
10 O -0.62 2.44 -1.29
11 H -0.79 3.08 -1.97
12 H -0.47 2.96 -0.50
13 C 2.62 -2.18 -1.22
14 C 2.11 -2.31 0.22
15 C 1.31 -1.09 0.60
16 O 1.17 -3.37 0.20
17 H 1.88 -2.07 -2.02
18 H 3.32 -3.00 -1.42
19 H 3.27 -1.31 -1.31
20 H 2.89 -2.57 0.94
21 H 0.55 -0.79 -0.12
22 H 1.95 -0.22 0.75
23 H 0.88 -1.35 1.57
24 H 1.66 -4.20 0.28
25 C -1.30 2.06 1.15
26 C -2.46 1.09 1.13
27 C -2.30 0.13 -0.09
28 O -2.37 0.29 2.32
29 H -1.49 2.78 1.94
30 H -1.28 2.53 0.17
31 H -0.31 1.66 1.38
32 H -3.42 1.59 1.23
33 H -3.09 -0.62 -0.17
34 H -1.41 -0.48 0.05
35 H -2.32 0.70 -1.02
36 H -2.63 0.89 3.01

Atomic charges from the Mulliken analysis, expressed in e, are listed below: -0.5761, 0.2561, 0.6318, -0.7282, -1.0227, 0.3347, -0.9385, -0.5433, 0.5153, -0.3860, 0.2577, 0.4207, -1.3006, 0.2226, 0.3048, -0.5492, 0.1879, 0.4362, 0.2907, 0.5008, -0.4122, 0.6934, 0.3190, 0.3194, -1.0472, 0.4521, -1.0273, -0.5730, 0.5706, -0.2298, 0.4627, 0.4216, 0.4710, 0.7118, 0.2178, 0.3354

---

The following is a DFT calculation (ωB97M-V/def2-TZVPD) of an isolated molecule of CH2NOP at a distorted geometry.

Calculated values
Relative energy (zero: lowest compared OMol25 entry of this formula, charge and spin)   103.6 kcal/mol
E   -510.4804 hartree
M   75.0 g/mol
Orbital gap (spin up / spin down)   8.1 / 8.1 eV
E_LUMO (spin up / spin down)   -1.031 / -1.030 eV

Positions of all 6 atoms, in Å:
1 C -1.93 -0.49 0.12
2 N -1.05 1.94 0.03
3 O -3.02 -0.25 -0.13
4 P -0.36 0.62 -0.02
5 H -0.33 -0.18 -1.29
6 H 0.67 -0.01 0.78

Atomic charges from the Mulliken analysis, expressed in e, are listed below: 0.2661, -0.4940, -0.1517, 0.1792, 0.0835, 0.1171

---

The following is a DFT calculation (ωB97M-V/def2-TZVPD) of a cluster of 5 separate species, C27H24BrFO16P in total at a distorted geometry.

Calculated values
Charge   +1
E   -5262.0669 hartree
M   734.3 g/mol
Orbital gap   6.9 eV
E_LUMO   -4.245 eV

Positions of all 70 atoms, in Å:
1 C 1.72 -1.80 0.94
2 C 0.36 -2.59 0.98
3 Br 0.42 -3.93 -0.47
4 C -0.76 -1.55 0.75
5 P -2.44 -2.29 0.62
6 F -2.91 -2.98 1.93
7 H 2.31 -2.02 0.03
8 H 1.55 -0.71 0.92
9 H 2.34 -2.09 1.80
10 H 0.25 -3.16 1.91
11 H -0.60 -1.04 -0.22
12 H -0.78 -0.74 1.51
13 H -2.52 -3.24 -0.43
14 H -3.30 -1.23 0.24
15 C 3.45 -8.94 -2.83
16 C 4.48 -8.33 -3.44
17 C 4.45 -6.87 -3.76
18 O 5.41 -6.36 -4.29
19 C 3.24 -6.12 -3.41
20 C 2.22 -6.73 -2.80
21 C 2.26 -8.18 -2.46
22 O 1.31 -8.68 -1.89
23 O 1.10 -6.07 -2.47
24 O 5.58 -9.00 -3.79
25 H 3.46 -9.99 -2.59
26 H 3.22 -5.06 -3.66
27 H 0.52 -6.74 -2.05
28 H 6.17 -8.34 -4.21
29 C -1.84 4.61 1.84
30 C -1.17 4.78 0.69
31 C -0.80 3.62 -0.18
32 O -0.21 3.82 -1.22
33 C -1.17 2.28 0.28
34 C -1.84 2.11 1.42
35 C -2.23 3.27 2.27
36 O -2.85 3.06 3.30
37 O -2.20 0.89 1.87
38 O -0.80 5.99 0.27
39 H -2.12 5.44 2.48
40 H -0.89 1.44 -0.35
41 H -2.67 1.06 2.72
42 H -0.34 5.84 -0.58
43 C -6.77 5.81 4.18
44 C -5.90 5.00 3.57
45 C -6.04 4.64 2.12
46 O -5.21 3.91 1.61
47 C -7.19 5.17 1.39
48 C -8.06 5.98 2.00
49 C -7.90 6.37 3.44
50 O -8.72 7.12 3.94
51 O -9.12 6.48 1.36
52 O -4.85 4.48 4.22
53 H -6.68 6.09 5.22
54 H -7.29 4.89 0.35
55 H -9.59 7.03 2.02
56 H -4.37 3.93 3.55
57 C 5.64 0.53 -0.05
58 C 6.72 0.56 -0.84
59 C 6.60 0.73 -2.33
60 O 7.61 0.77 -3.00
61 C 5.26 0.85 -2.90
62 C 4.19 0.82 -2.11
63 C 4.31 0.67 -0.62
64 O 3.29 0.67 0.06
65 O 2.94 0.92 -2.60
66 O 7.95 0.43 -0.35
67 H 5.71 0.41 1.02
68 H 5.18 0.96 -3.97
69 H 2.35 0.88 -1.82
70 H 8.55 0.49 -1.13

Atomic charges from the Mulliken analysis, expressed in e, are listed below: -1.2460, 0.2160, -0.1341, -0.9093, 0.4953, -0.1957, 0.4293, 0.2836, 0.2661, 0.5597, 0.3310, 0.5811, 0.2020, 0.1764, -0.9499, 0.3875, 0.9326, -0.5981, -0.9848, 0.2795, 1.0521, -0.6251, -0.5466, -0.5466, 0.4231, 0.4454, 0.3432, 0.3573, -0.8248, 0.2947, 0.8619, -0.5940, -0.8393, 0.3489, 0.8744, -0.8193, -0.4545, -0.5532, 0.5688, 0.3912, 0.3056, 0.3558, -0.8361, 0.3840, 0.9438, -0.5398, -1.0734, 0.3547, 1.0210, -0.5940, -0.5573, -0.5365, 0.4571, 0.4204, 0.3579, 0.2689, -1.0550, 0.4067, 0.9310, -0.5846, -0.8674, 0.3525, 0.9882, -0.5783, -0.5595, -0.5527, 0.4420, 0.4450, 0.2602, 0.3603

---

The following is a DFT calculation (ωB97M-V/def2-TZVPD) of a cluster of 10 separate species, C45H78O15S5 in total at a distorted geometry.

Calculated values
E   -4880.6850 hartree
M   1019.4 g/mol
Orbital gap   9.4 eV
SMILES   CCOS(C)(=O)=O.CCOS(C)(=O)=O.CCOS(C)(=O)=O.CCOS(C)(=O)=O.CCOS(C)(=O)=O.c1ccccc1.c1ccccc1.c1ccccc1.c1ccccc1.CCCCCC
E_LUMO   0.223 eV

Positions of all 143 atoms, in Å:
1 O 19.57 -16.97 -13.87
2 S 18.83 -15.81 -13.42
3 O 19.01 -15.41 -12.02
4 O 19.28 -14.53 -14.47
5 C 20.26 -13.55 -13.98
6 C 19.49 -12.45 -13.16
7 C 17.00 -15.87 -13.95
8 H 20.82 -13.21 -14.84
9 H 21.00 -14.06 -13.37
10 H 19.33 -12.84 -12.15
11 H 18.45 -12.33 -13.48
12 H 19.89 -11.44 -13.19
13 H 16.61 -16.87 -13.74
14 H 16.83 -15.56 -14.98
15 H 16.48 -15.10 -13.37
16 O 24.96 -17.32 -6.38
17 S 24.29 -16.56 -5.33
18 O 23.93 -17.26 -4.07
19 O 25.21 -15.21 -4.97
20 C 26.39 -14.92 -5.76
21 C 26.95 -13.65 -5.13
22 C 22.74 -15.80 -6.07
23 H 26.33 -14.79 -6.84
24 H 27.11 -15.71 -5.53
25 H 26.10 -12.97 -5.17
26 H 27.79 -13.14 -5.60
27 H 27.22 -13.70 -4.07
28 H 23.03 -15.21 -6.94
29 H 22.14 -15.22 -5.38
30 H 22.28 -16.71 -6.46
31 O 19.00 2.01 -8.96
32 S 18.10 1.55 -7.91
33 O 17.35 0.31 -8.07
34 O 18.95 1.42 -6.43
35 C 18.30 0.97 -5.23
36 C 19.39 1.13 -4.19
37 C 17.06 3.02 -7.50
38 H 18.05 -0.08 -5.34
39 H 17.42 1.56 -4.98
40 H 20.28 0.54 -4.41
41 H 19.09 0.74 -3.22
42 H 19.66 2.17 -4.04
43 H 16.30 3.14 -8.28
44 H 17.69 3.90 -7.40
45 H 16.68 2.77 -6.51
46 O 28.36 -0.05 -10.78
47 S 27.28 0.36 -11.74
48 O 27.09 -0.41 -12.95
49 O 25.88 0.66 -10.80
50 C 24.64 0.93 -11.46
51 C 24.07 -0.37 -11.98
52 C 27.73 2.15 -12.12
53 H 24.71 1.60 -12.32
54 H 24.06 1.32 -10.63
55 H 23.05 -0.29 -12.35
56 H 23.93 -1.00 -11.11
57 H 24.76 -0.91 -12.64
58 H 27.61 2.80 -11.25
59 H 27.09 2.43 -12.96
60 H 28.75 2.15 -12.49
61 O 32.23 5.70 -4.49
62 S 32.59 4.44 -3.85
63 O 33.35 4.48 -2.59
64 O 31.28 3.46 -3.78
65 C 30.49 3.21 -4.98
66 C 29.52 2.07 -4.72
67 C 33.58 3.47 -5.05
68 H 31.05 3.02 -5.89
69 H 30.04 4.18 -5.21
70 H 29.49 1.48 -5.63
71 H 28.51 2.33 -4.42
72 H 29.91 1.59 -3.82
73 H 33.16 3.42 -6.05
74 H 33.71 2.50 -4.57
75 H 34.58 3.90 -5.02
76 C 30.89 -6.54 -6.28
77 C 30.90 -7.70 -5.58
78 C 30.13 -7.80 -4.37
79 C 29.31 -6.74 -3.89
80 C 29.27 -5.60 -4.70
81 C 30.04 -5.55 -5.91
82 H 31.60 -6.34 -7.07
83 H 31.56 -8.48 -5.94
84 H 30.20 -8.73 -3.83
85 H 28.76 -6.73 -2.96
86 H 28.64 -4.75 -4.48
87 H 30.00 -4.71 -6.59
88 C 23.38 -8.21 -17.23
89 C 23.48 -7.31 -16.17
90 C 24.69 -7.11 -15.49
91 C 25.81 -7.78 -15.95
92 C 25.73 -8.57 -17.11
93 C 24.47 -8.82 -17.69
94 H 22.42 -8.30 -17.73
95 H 22.66 -6.73 -15.78
96 H 24.70 -6.45 -14.64
97 H 26.67 -7.77 -15.30
98 H 26.53 -9.10 -17.59
99 H 24.37 -9.54 -18.49
100 C 26.02 -15.00 -15.39
101 C 25.81 -16.40 -15.21
102 C 25.88 -16.87 -13.89
103 C 25.90 -15.98 -12.84
104 C 26.03 -14.59 -13.06
105 C 26.11 -14.13 -14.36
106 H 26.02 -14.58 -16.39
107 H 25.86 -17.03 -16.08
108 H 25.84 -17.93 -13.68
109 H 26.02 -16.44 -11.87
110 H 25.95 -13.87 -12.26
111 H 26.16 -13.05 -14.44
112 C 21.66 -5.25 0.38
113 C 21.81 -6.52 0.82
114 C 22.48 -6.85 2.00
115 C 23.11 -5.88 2.67
116 C 23.10 -4.56 2.21
117 C 22.35 -4.31 1.08
118 H 21.14 -4.97 -0.53
119 H 21.34 -7.31 0.26
120 H 22.52 -7.85 2.42
121 H 23.72 -6.06 3.55
122 H 23.68 -3.80 2.72
123 H 22.37 -3.27 0.79
124 C 23.88 -3.46 -6.49
125 C 23.56 -4.91 -6.11
126 C 24.04 -5.72 -7.36
127 C 24.11 -7.19 -7.28
128 C 24.64 -8.07 -8.42
129 C 23.50 -8.50 -9.32
130 H 23.04 -3.09 -7.08
131 H 24.74 -3.30 -7.13
132 H 24.07 -2.91 -5.56
133 H 24.21 -5.28 -5.32
134 H 22.54 -4.93 -5.71
135 H 25.05 -5.40 -7.62
136 H 23.23 -5.59 -8.08
137 H 24.78 -7.45 -6.46
138 H 23.12 -7.50 -6.94
139 H 25.34 -7.52 -9.05
140 H 25.09 -8.99 -8.07
141 H 23.86 -9.20 -10.08
142 H 22.64 -8.99 -8.86
143 H 23.06 -7.65 -9.84

Here are the Mulliken charges for atoms 1 to 99, given in e: -0.5675, 1.0713, -0.5690, -0.3498, -0.2701, -0.9729, -0.8633, 0.3343, 0.2914, 0.2823, 0.2904, 0.3385, 0.3415, 0.3196, 0.3194, -0.5919, 1.0449, -0.5806, -0.2877, -0.0464, -1.2191, -0.8533, 0.3280, 0.2630, 0.2980, 0.3759, 0.3058, 0.3060, 0.3232, 0.3338, -0.5743, 1.0916, -0.5889, -0.3016, -0.0352, -1.2938, -0.7977, 0.2571, 0.2931, 0.3119, 0.4018, 0.3138, 0.3414, 0.3014, 0.2791, -0.6018, 1.1103, -0.5502, -0.3250, -0.1710, -1.0250, -0.9210, 0.2136, 0.3127, 0.3661, 0.2689, 0.3125, 0.2977, 0.3334, 0.3780, -0.6046, 1.1153, -0.5714, -0.2914, -0.1377, -1.0587, -0.9729, 0.2286, 0.3509, 0.3060, 0.2839, 0.2938, 0.3420, 0.3348, 0.3815, -0.2905, -0.3867, -0.3062, -0.4913, -0.3419, -0.3777, 0.3575, 0.3585, 0.3497, 0.4084, 0.3742, 0.3480, -0.4666, -0.2869, -0.3666, -0.3320, -0.4467, -0.2106, 0.3575, 0.3282, 0.3851, 0.3420, 0.3384, 0.3599

---

The following is a DFT calculation (ωB97M-V/def2-TZVPD) of a cluster of 2 separate species, C5H14 in total at a distorted geometry.

Calculated values
Relative energy (zero: lowest compared OMol25 entry of this formula, charge and spin)   10.8 kcal/mol
E   -198.8719 hartree
M   74.2 g/mol
Orbital gap   12.4 eV
SMILES   CCC.CC
E_LUMO   1.181 eV

Positions of all 19 atoms, in Å:
1 C -0.31 -1.19 -0.59
2 C 0.38 -1.61 0.71
3 C -0.21 -2.37 -1.64
4 H -1.32 -0.81 -0.40
5 H 0.28 -0.36 -0.98
6 H -0.27 -2.06 1.47
7 H 0.85 -2.64 -1.52
8 H -0.77 -3.20 -1.24
9 H 0.83 -0.71 1.12
10 H 1.21 -2.32 0.57
11 H -0.57 -2.04 -2.57
12 C -0.28 2.63 -0.03
13 C 0.29 2.15 1.27
14 H -0.38 1.89 -0.80
15 H -1.33 2.95 0.12
16 H 0.23 3.54 -0.45
17 H 1.36 1.97 1.24
18 H 0.23 2.95 2.02
19 H -0.23 1.25 1.68

Atomic charges from the Mulliken analysis, expressed in e, are listed below: 0.0150, -1.0844, -1.2410, 0.3458, 0.1093, 0.2698, 0.2985, 0.3132, 0.1960, 0.3708, 0.3835, -0.7823, -0.7866, 0.2329, 0.2453, 0.2911, 0.2675, 0.3522, 0.2032

---

The following is a DFT calculation (ωB97M-V/def2-TZVPD) of the ion C7H13N4O2S with charge +1 at a distorted geometry.

Calculated values
Relative energy (zero: lowest compared OMol25 entry of this formula, charge and spin)   126.9 kcal/mol
Charge   +1
E   -1041.7365 hartree
M   217.3 g/mol
Orbital gap   7.9 eV
SMILES   [O-]/[N+](O)=C(/C=N\C=S)N1CC[NH2+]CC1
E_LUMO   -3.860 eV

Positions of all 27 atoms, in Å:
1 C -1.89 -1.33 0.83
2 C 0.58 0.15 -1.42
3 C 1.14 -1.24 0.40
4 C 1.69 1.20 -0.96
5 C 2.29 -0.42 0.84
6 C -3.75 -0.57 -0.19
7 C -1.07 -0.22 0.37
8 N -3.13 -1.32 0.70
9 N 0.13 -0.51 -0.20
10 N -1.29 1.03 0.69
11 N 2.80 0.43 -0.23
12 O -0.65 2.07 0.56
13 O -2.63 1.31 1.29
14 S -3.37 -0.19 -1.67
15 H -1.31 -2.09 1.42
16 H -0.30 0.64 -1.92
17 H 1.09 -0.37 -2.16
18 H 1.52 -1.99 -0.29
19 H 0.92 -1.76 1.30
20 H 2.15 1.67 -1.80
21 H 1.16 2.05 -0.44
22 H 2.07 0.28 1.63
23 H 3.05 -1.06 1.12
24 H -4.63 0.00 0.21
25 H -3.27 1.24 0.66
26 H 3.28 -0.20 -0.95
27 H 3.42 1.23 0.22

Atomic charges from the Mulliken analysis, expressed in e, are listed below: -0.0152, -0.6995, -0.6452, -0.7042, -0.9416, -0.3820, 0.1178, -0.4131, 0.2676, 0.7118, -0.1115, -0.7079, -0.4715, -0.1647, 0.3202, 0.3096, 0.4509, 0.3523, 0.3455, 0.4620, 0.3274, 0.3785, 0.5123, 0.4761, 0.3991, 0.4193, 0.4059